No. 1
The following is a DFT calculation (ωB97M-V/def2-TZVPD) of C39H36ClMnN3Si2 as an isolated structure at a distorted geometry.

Geometry as XYZ:
```
82
Properties=species:S:1:pos:R:3:forces:R:3:mulliken_spin:R:1
C -1.553 -0.372 4.842 -1.15 -1.27 0.55 0.008
C -2.261 0.126 3.689 0.01 -0.92 0.17 -0.095
C -2.263 -0.921 2.704 -0.34 -0.06 -0.21 -0.032
H -2.779 1.086 3.605 0.44 -0.32 -0.03 0.000
C -1.541 -2.039 3.224 -0.53 0.53 -0.13 -0.026
C -1.137 -1.714 4.554 -1.27 0.83 0.84 -0.059
H -0.669 -2.399 5.253 0.19 0.25 -0.18 -0.003
H -1.478 0.130 5.811 0.21 -0.17 -0.56 -0.006
H -2.766 -0.901 1.738 0.21 -0.10 0.38 0.001
H -1.429 -2.997 2.720 0.19 0.34 0.06 0.007
Mn -0.232 -0.307 3.160 2.31 1.21 -0.39 3.615
Si 0.736 -0.023 -3.244 -0.62 -0.18 -0.90 0.004
C 0.649 1.503 -4.305 0.10 0.42 0.08 0.000
C 1.735 1.883 -5.113 -0.27 0.06 -0.03 0.000
H 2.687 1.367 -5.012 -0.12 0.01 -0.12 0.000
C 1.597 2.887 -6.068 -0.07 0.01 0.15 0.000
H 2.421 3.129 -6.736 -0.16 -0.05 0.17 0.000
C 0.403 3.606 -6.143 -0.15 0.08 0.33 0.000
H 0.296 4.419 -6.859 0.06 -0.15 0.15 0.000
C -0.650 3.310 -5.272 -0.01 -0.14 -0.10 0.000
H -1.549 3.934 -5.250 0.23 -0.30 -0.26 0.000
C -0.557 2.209 -4.417 0.27 0.32 -0.12 0.000
H -1.424 1.911 -3.824 0.24 0.11 -0.10 0.000
C 0.932 -1.418 -4.487 1.23 -0.11 -0.28 0.000
C 0.236 -1.358 -5.711 -0.35 -0.22 0.13 0.000
H -0.187 -0.413 -6.060 -0.29 -0.30 0.37 0.000
C 0.112 -2.489 -6.524 0.44 0.04 0.21 0.000
H -0.533 -2.473 -7.403 0.28 0.08 0.19 0.000
C 0.854 -3.635 -6.220 0.05 0.17 0.34 0.000
H 0.765 -4.523 -6.841 0.05 0.17 0.10 0.000
C 1.752 -3.617 -5.145 0.03 0.16 -0.10 0.000
H 2.418 -4.468 -4.981 -0.22 0.30 -0.05 0.000
C 1.809 -2.503 -4.296 -0.41 -0.27 -0.08 0.000
H 2.568 -2.451 -3.506 -0.47 -0.24 -0.08 0.000
H -0.617 -0.204 -2.667 0.02 0.20 -0.02 -0.001
Si -0.061 0.027 0.438 -0.66 -0.42 -0.29 -0.246
C -0.763 -1.558 -0.280 0.48 -0.37 -0.40 -0.041
C -1.999 -1.583 -0.970 0.04 -0.13 0.43 -0.035
H -2.455 -0.659 -1.331 0.04 -0.21 0.35 0.000
C -2.632 -2.798 -1.245 0.21 0.04 -0.01 0.007
H -3.602 -2.804 -1.734 0.19 0.06 -0.03 0.000
C -2.033 -4.010 -0.897 0.28 0.30 0.42 -0.015
H -2.540 -4.956 -1.070 0.08 0.21 -0.02 0.000
C -0.760 -3.998 -0.317 0.14 0.10 -0.17 0.011
H -0.270 -4.934 -0.047 -0.07 0.19 -0.27 0.000
C -0.100 -2.788 -0.080 -0.43 0.06 0.26 -0.014
H 0.947 -2.795 0.237 -0.35 -0.04 0.19 -0.009
C -0.999 1.506 -0.175 -0.07 0.33 0.24 -0.057
C -2.355 1.585 0.203 -0.01 0.34 -0.17 0.007
H -2.810 0.842 0.861 0.21 0.27 -0.22 0.015
C -3.162 2.622 -0.261 0.03 -0.17 0.07 0.009
H -4.190 2.681 0.089 0.12 0.02 -0.20 0.000
C -2.652 3.565 -1.153 0.34 -0.04 0.19 -0.010
H -3.292 4.367 -1.522 0.19 -0.23 0.05 0.000
C -1.307 3.500 -1.532 -0.13 0.03 0.10 0.001
H -0.911 4.239 -2.229 -0.03 -0.23 0.21 0.000
C -0.474 2.499 -1.029 -0.14 -0.20 0.27 -0.034
H 0.579 2.473 -1.317 -0.30 0.02 0.03 0.000
H 1.610 0.024 -2.029 0.17 -0.13 -0.57 -0.002
Cl 1.981 0.269 0.556 -0.30 -0.14 0.26 -0.017
N 1.599 0.632 5.642 -0.19 -0.04 -0.22 0.012
C 2.001 -0.605 5.143 -0.18 -0.17 -0.37 0.030
C 2.891 -1.373 5.906 0.22 -0.67 -0.34 -0.006
C 3.329 -2.606 5.409 -0.40 0.80 -0.05 0.007
C 2.887 -3.017 4.139 -0.06 0.02 -0.27 0.007
C 2.002 -2.220 3.441 0.14 0.31 0.77 0.079
N 1.516 -1.047 3.962 0.53 -0.32 -0.34 -0.042
C 1.091 1.727 4.936 -0.08 0.10 -0.21 0.010
C 1.295 3.009 5.470 -0.23 0.29 -0.25 -0.005
C 0.786 4.123 4.802 0.15 -0.52 0.00 0.008
C 0.105 3.931 3.588 -0.03 -0.41 -0.16 0.002
C -0.058 2.640 3.112 0.36 0.30 0.57 0.028
N 0.405 1.543 3.789 -0.04 0.39 -0.32 -0.076
H 2.002 0.869 6.545 -0.13 -0.08 -0.36 0.000
H 3.221 -0.976 6.865 0.05 -0.22 -0.20 0.000
H 4.028 -3.224 5.971 -0.22 0.21 -0.07 0.000
H 3.232 -3.950 3.686 -0.10 0.36 0.23 0.000
H 1.635 -2.486 2.450 0.05 0.02 0.28 -0.038
H 1.857 3.094 6.401 -0.16 0.14 -0.28 -0.001
H 0.935 5.136 5.186 -0.02 -0.43 -0.02 0.000
H -0.293 4.768 3.011 0.16 -0.28 0.23 0.000
H -0.562 2.443 2.167 0.05 0.05 0.23 0.002
```
Positions in Å, forces in eV/Å.

As for the charge: +2. Its total energy is -3861.70593 Ha. As for the frontier orbital gap (spin up / spin down): 4.876 / 5.702 eV. The molar mass comes out at 693.301 g/mol. For the HOMO energy (spin up / spin down), the calculation gives -12.30 / -12.30 eV. Its multiplicity is 4. As for the energy above the lowest of the compared OMol25 structures with the same formula, charge and spin: 0.000 eV.

=====

No. 2
The following is a DFT calculation (ωB97M-V/def2-TZVPD) of C39H36GeIN9NaS3 as an isolated structure.

Geometry as XYZ:
```
90
Properties=species:S:1:pos:R:3:forces:R:3:mulliken_spin:R:1
Na 0.424 0.710 0.008 -0.53 -0.12 -0.29 0.053
C 0.756 -2.586 -4.706 -0.03 0.09 0.09 0.000
N -0.126 -2.254 -3.602 -0.02 -0.13 -0.06 0.001
C -1.483 -1.884 -3.966 0.04 0.00 0.05 -0.001
C 0.392 -1.780 -2.399 0.03 0.09 0.18 0.006
N -0.212 -1.130 -1.491 -0.21 0.04 -0.29 -0.011
N 1.740 -2.141 -2.236 -0.07 0.05 0.17 0.004
C 2.558 -1.887 -1.136 -0.07 0.13 0.03 -0.005
N 3.756 -2.615 -1.229 0.06 0.04 -0.19 0.000
N 2.270 -1.056 -0.231 -0.06 -0.01 0.06 -0.004
H 0.155 -2.690 -5.606 -0.02 -0.02 -0.01 0.000
H 1.269 -3.543 -4.555 0.00 0.01 -0.02 0.000
H 1.507 -1.811 -4.897 -0.01 -0.01 0.00 0.000
H -1.889 -2.643 -4.636 0.03 0.01 -0.03 0.000
H -1.530 -0.906 -4.463 -0.02 -0.01 0.03 0.000
H -2.124 -1.842 -3.089 0.00 0.01 0.00 -0.001
H -1.196 -0.915 -1.684 0.11 -0.09 -0.04 0.017
H 2.136 -2.755 -2.920 0.03 -0.01 -0.06 0.000
H 3.639 -3.560 -1.562 -0.07 -0.10 0.10 0.000
H 4.254 -2.611 -0.354 0.04 -0.02 0.08 0.000
H 2.975 -1.024 0.502 0.03 -0.06 -0.10 0.001
S -2.522 0.022 1.128 0.08 -0.05 -0.08 0.268
C -3.604 0.520 -0.149 -0.17 0.25 0.13 0.053
S -3.724 -0.274 -1.655 0.08 -0.08 -0.12 -0.002
C -4.419 1.648 0.098 0.08 -0.12 0.11 -0.020
C -5.381 2.110 -0.846 0.12 0.02 0.03 0.008
N -6.178 2.541 -1.566 0.04 0.00 0.02 0.001
C -4.378 2.387 1.321 0.08 -0.02 -0.17 -0.010
N -4.372 3.042 2.274 -0.07 -0.06 -0.03 0.001
S 4.720 2.500 -0.268 -0.30 -0.07 0.18 0.000
C 4.059 3.054 -1.746 0.12 0.03 -0.05 0.000
C 2.704 2.903 -1.805 0.10 0.01 0.14 0.000
C 2.089 2.312 -0.646 0.11 0.06 -0.15 -0.001
C 3.046 2.051 0.282 0.63 0.21 -0.08 -0.001
C 2.893 1.430 1.594 -0.15 -0.05 0.04 -0.002
C 3.983 1.177 2.448 -0.06 0.00 0.06 0.001
C 3.775 0.530 3.650 -0.07 0.00 -0.04 0.000
C 2.489 0.141 4.008 0.10 0.08 0.00 0.011
C 1.466 0.439 3.123 -0.05 0.12 -0.09 0.018
N 1.646 1.059 1.959 0.36 -0.10 0.33 0.017
H 4.725 3.467 -2.496 -0.09 -0.01 0.02 0.000
H 2.144 3.226 -2.680 0.01 -0.04 0.02 0.000
H 4.976 1.497 2.160 0.00 -0.03 -0.01 0.000
H 4.610 0.324 4.309 0.04 0.01 0.00 0.000
H 2.290 -0.371 4.941 -0.03 0.00 -0.02 0.000
H 0.437 0.166 3.355 0.06 0.01 -0.05 -0.030
C -1.722 -2.597 3.399 0.04 0.34 -0.06 0.049
Ge -0.986 -2.432 1.534 -0.20 -0.85 0.38 0.212
C 0.777 -3.400 1.762 0.06 0.19 -0.18 0.106
C 1.249 -4.270 0.772 -0.02 0.00 0.07 0.008
C 2.446 -4.956 0.923 0.00 0.05 -0.02 -0.015
C 3.234 -4.752 2.053 -0.04 0.06 0.02 0.032
C 2.798 -3.869 3.034 -0.05 -0.04 -0.04 -0.023
C 1.579 -3.213 2.890 -0.02 0.01 -0.04 0.043
C -2.016 -3.904 0.601 0.00 0.17 -0.11 0.187
C -2.763 -3.502 -0.479 0.10 0.02 0.05 0.120
C -3.542 -4.398 -1.244 -0.01 -0.04 -0.02 0.001
C -3.600 -5.718 -0.908 -0.02 0.06 0.02 0.002
C -2.883 -6.194 0.217 0.09 0.04 0.08 0.002
C -2.970 -7.556 0.607 0.03 0.00 0.02 0.001
C -2.276 -8.032 1.682 0.00 0.03 0.00 0.000
C -1.454 -7.156 2.424 -0.02 0.02 -0.03 -0.005
C -1.362 -5.835 2.079 -0.04 0.04 -0.05 -0.014
C -2.072 -5.294 0.970 -0.07 -0.06 -0.02 -0.053
H -1.390 -3.525 3.871 0.01 0.05 -0.02 0.006
H -2.812 -2.597 3.333 0.07 0.03 -0.01 -0.003
H -1.424 -1.751 4.025 -0.04 -0.08 -0.03 -0.004
H 0.639 -4.435 -0.114 0.07 -0.01 0.03 0.003
H 2.771 -5.663 0.165 -0.02 0.02 -0.03 0.001
H 4.173 -5.280 2.170 0.00 -0.01 0.00 0.003
H 3.401 -3.707 3.920 0.01 0.03 0.01 0.000
H 1.239 -2.543 3.675 0.06 -0.04 -0.03 0.008
H -2.780 -2.452 -0.751 -0.03 0.00 -0.04 -0.055
H -4.095 -4.016 -2.096 -0.01 0.01 0.05 0.000
H -4.200 -6.418 -1.481 0.00 -0.01 0.01 0.000
H -3.614 -8.216 0.033 0.03 0.02 -0.01 0.000
H -2.357 -9.075 1.971 0.00 0.03 -0.02 -0.001
H -0.893 -7.533 3.272 -0.02 0.03 -0.02 -0.001
H -0.723 -5.178 2.650 -0.01 -0.01 0.01 0.021
I -0.667 4.209 1.153 -0.07 -0.02 -0.04 0.000
C -1.489 3.681 -0.709 0.25 -0.15 0.04 0.001
C -2.434 4.509 -1.292 -0.06 0.00 -0.05 0.000
C -2.935 4.129 -2.527 -0.03 0.04 0.09 0.000
C -2.462 2.972 -3.122 -0.04 -0.09 -0.06 0.000
C -1.513 2.222 -2.446 0.05 0.17 0.06 -0.001
N -1.033 2.570 -1.252 -0.29 -0.04 0.02 -0.001
H -2.780 5.397 -0.782 0.00 -0.02 0.00 0.000
H -3.707 4.718 -3.004 -0.01 -0.01 0.00 0.000
H -2.861 2.626 -4.066 0.04 0.00 0.03 0.000
H -1.108 1.310 -2.869 -0.08 -0.03 0.04 0.000
```
Positions in Å, forces in eV/Å.

As for the charge: -2. Its total energy is -5732.08575 Ha. As for the frontier orbital gap (spin up / spin down): 4.864 / 5.404 eV. The molar mass comes out at 949.485 g/mol. For the HOMO energy (spin up / spin down), the calculation gives -1.43 / -1.98 eV. Its multiplicity is 2. As for the energy above the lowest of the compared OMol25 structures with the same formula, charge and spin: 1.235 eV.

=====

What is the molar mass in the second record? 949.485 g/mol

=====

Number 2 is which compound? C39H36GeIN9NaS3